Entry 1:
Computed, not measured: a single C14H15ClN2O molecule, with wB97M-V/def2-TZVPD.

As for the gap between HOMO and LUMO: 8.8 eV. Its total charge is 0. The SMILES is C=CCc1cc(Cl)ccc1OCCn1ccnc1. The relative energy (zero: lowest compared OMol25 entry of this formula, charge and spin) is 252.6 kcal per mole. For the HOMO energy, the calculation gives -8.228 eV.

Positions of all 33 atoms, in Å:
1 O -1.37834 0.43349 0.30323
2 N -1.31189 1.27517 -3.22828
3 C -0.76996 1.40057 -1.84463
4 H 0.92140 -0.69356 -1.03544
5 H -2.71138 0.49181 3.94625
6 H -0.55706 1.37753 3.81029
7 H 0.19406 1.38920 -1.67480
8 C -1.42813 0.19991 -1.08595
9 H -2.71536 1.15334 -6.23744
10 C -2.16230 0.88037 -5.19765
11 H -2.68271 0.20218 -1.10296
12 N -0.91287 0.49156 -5.32958
13 C 1.92713 -1.22072 0.75953
14 C 0.06972 0.29399 2.12722
15 C -0.04775 0.06228 0.84568
16 H -1.27970 -0.80932 -1.47111
17 H -2.73114 -1.83407 3.83515
18 H -3.14668 1.96235 -3.48836
19 C -2.06292 0.01392 3.35977
20 C -0.92481 0.96787 2.79789
21 C 1.17956 0.03525 2.80798
22 C -2.46931 1.47263 -3.95887
23 H 1.61966 0.05231 3.68067
24 H -1.14469 -1.87559 2.83912
25 C -0.33412 0.40291 -4.24162
26 H -1.20232 2.13785 -1.56708
27 H 0.58844 -0.07807 -3.92515
28 C 2.19939 -0.84744 2.06212
29 C -2.01015 -1.40814 3.32588
30 Cl 3.58670 -1.25118 2.79415
31 C 0.91603 -0.55884 0.07800
32 H 2.78288 -1.55390 -0.02650
33 H -1.47668 1.56426 2.44038

---

Entry 2:
Computed, not measured: 2 unconnected molecules or ions with the total composition C10H15NO2, with wB97M-V/def2-TZVPD.

As for the gap between HOMO and LUMO: 5.2 eV. Its total charge is 0. The relative energy (zero: lowest compared OMol25 entry of this formula, charge and spin) is 126.0 kcal per mole. For the HOMO energy, the calculation gives -6.379 eV.

Positions of all 28 atoms, in Å:
1 H 2.06030 2.00798 1.89786
2 C -1.85065 -0.94406 -1.00389
3 H 0.10003 -2.25405 -0.68423
4 H -1.22094 1.51621 1.40069
5 H -1.51628 -0.31280 3.18058
6 C -1.75935 0.52485 1.13350
7 C -0.68809 1.32649 -1.03899
8 C -0.23611 1.17139 -2.30659
9 H -0.57279 2.30640 -0.48170
10 H 3.88853 0.84003 0.59918
11 H 0.39687 2.05398 -2.64501
12 N 0.87755 -0.39632 0.35604
13 H 3.76916 -1.20389 -1.04138
14 H -0.93902 -1.34483 -1.65201
15 C 1.58787 -1.09668 -0.58735
16 H -0.40512 0.36524 -2.94073
17 C 2.87999 -0.63892 -0.63320
18 H -2.79602 0.82059 1.22331
19 O 0.92890 -2.15937 -1.21661
20 H -2.23224 -1.37946 1.87150
21 H -0.46040 -0.95576 2.02513
22 O 1.26408 1.50529 1.64734
23 H -2.65769 -0.66934 -1.68917
24 C 2.94688 0.45822 0.24717
25 C -1.49372 -0.67103 2.17654
26 C 1.67228 0.57953 0.74626
27 H -2.26006 -1.71479 -0.34460
28 C -1.28396 0.26512 -0.23962

---

Entry 3:
Computed, not measured: 2 unconnected molecules or ions with the total composition C4H12N3S, with wB97M-V/def2-TZVPD.

As for the gap between HOMO and LUMO: 9.6 eV. Its total charge is +1. The relative energy (zero: lowest compared OMol25 entry of this formula, charge and spin) is 93.4 kcal per mole. For the HOMO energy, the calculation gives -13.554 eV.

Positions of all 20 atoms, in Å:
1 C 0.78821 -0.03810 0.40096
2 H -3.15359 1.67166 -2.16021
3 H 0.43906 -1.41395 3.96995
4 H -0.38686 0.18499 0.07794
5 H -1.01012 -1.46653 2.90592
6 C -2.44605 0.89092 -2.36131
7 H 1.25167 1.02190 -0.99562
8 H -1.44094 1.30505 -2.39073
9 N 1.71307 0.27814 -0.48055
10 C -0.06762 -0.91296 3.14686
11 H 2.71707 -1.61250 -0.52426
12 H -2.67026 1.17967 0.03576
13 H -0.12377 0.15352 3.41153
14 N -2.09866 0.30082 -0.14797
15 H -2.63809 0.42602 -3.33528
16 S 1.17577 -0.96203 1.70647
17 H 3.31106 -0.29003 -1.56192
18 C 2.94066 -0.51902 -0.57967
19 N -1.94938 -0.02298 -1.35373
20 H 3.64878 -0.17458 0.23584

---

Entry 4:
Computed, not measured: a molecular structure, C4H4O2, with wB97M-V/def2-TZVPD.

As for the gap between HOMO and LUMO: 8.7 eV. Its total charge is 0. The relative energy (zero: lowest compared OMol25 entry of this formula, charge and spin) is 106.2 kcal per mole. For the HOMO energy, the calculation gives -9.012 eV.

Positions of all 10 atoms, in Å:
1 C -0.22659 1.20695 0.16925
2 O -0.52786 2.36607 0.14794
3 O 1.04315 -0.46752 -1.01214
4 C -1.01433 -0.11280 0.04478
5 H -1.59152 -0.32852 -0.85700
6 C 0.34260 -0.77225 0.21986
7 H -1.64733 -0.23101 0.93094
8 C 1.10710 0.49865 0.53718
9 H 1.99966 -0.38472 -0.78333
10 H 0.51513 -1.77485 0.60252

---

Entry 5:
Computed, not measured: a gas-phase ion, C3H2BrO2S (charge -1), with wB97M-V/def2-TZVPD.

As for the gap between HOMO and LUMO: 7.0 eV. Its total charge is -1. The SMILES is O=S(Br)#C/C=C\[O-]. The relative energy (zero: lowest compared OMol25 entry of this formula, charge and spin) is 27.5 kcal per mole. For the HOMO energy, the calculation gives -3.525 eV.

Positions of all 9 atoms, in Å:
1 Br 3.52898 -1.06731 -0.29064
2 H -2.81386 -0.17153 -0.74211
3 O -1.74588 1.45097 -1.33778
4 C 0.69946 -0.67027 0.73972
5 C -1.87454 0.40756 -0.75721
6 O 2.25556 1.28054 1.27848
7 S 1.84074 0.50297 0.10102
8 H -1.29684 -1.22286 0.72268
9 C -0.59362 -0.51006 0.28582

---

Entry 6:
Computed, not measured: 6 unconnected molecules or ions with the total composition C26H44N5O4, with wB97M-V/def2-TZVPD.

As for the gap between HOMO and LUMO: 7.0 eV. Its total charge is -1. For the HOMO energy, the calculation gives -4.687 eV.

Positions of all 79 atoms, in Å:
1 C 0.42820 -2.66945 -0.72067
2 C 3.77943 2.22590 -1.11791
3 H 4.03295 1.73287 -2.05785
4 H -4.32383 3.99879 -0.15720
5 H -2.20032 2.42669 7.31566
6 C -2.25499 0.72495 5.18105
7 C -1.22771 2.20740 6.87108
8 H -2.58243 -6.82383 -1.13732
9 H 0.94198 2.39416 0.72708
10 H 0.77602 -7.70618 -2.73782
11 H -4.02551 6.22297 -1.25459
12 C 0.13885 -3.22161 -3.14615
13 C -0.44917 0.06538 1.38317
14 C 4.94129 3.15133 -0.73238
15 H -1.61233 3.35224 5.06394
16 C 0.09000 -2.09970 -2.11644
17 O -0.12530 -1.35465 -4.79264
18 H -2.57796 3.75771 -0.15796
19 H 0.83650 -1.34245 -2.34474
20 O 2.39983 -1.66357 0.03015
21 H -0.14393 -6.53843 -0.73371
22 C -0.06970 2.55628 1.10393
23 N -3.01650 0.69022 4.32437
24 H -2.28298 -8.31795 -2.02748
25 H 0.16561 -9.25098 -2.12626
26 H 0.01203 -3.67733 -0.65569
27 H 2.88833 2.82900 -1.30683
28 C -1.87002 6.18955 -1.31661
29 C -1.25842 0.80705 6.24873
30 C -0.52970 -7.51979 -1.01434
31 C -1.66886 -6.57269 -2.98664
32 O 2.59393 -3.62907 -1.05423
33 H -3.30009 5.03206 0.83225
34 N -2.01342 0.03931 -0.70524
35 N 4.43177 4.49568 1.44830
36 H -1.79781 6.85563 -2.17682
37 H 5.13993 3.87480 -1.52496
38 H -0.35731 -3.33798 -5.25791
39 H -0.90502 -1.67028 -2.11570
40 H -0.74448 2.61743 0.24970
41 C 0.26320 -2.73964 -4.59647
42 H 1.43560 -8.38335 -1.25674
43 H 5.85048 2.56889 -0.57381
44 H -0.28407 0.55761 5.82510
45 H -1.49940 0.05365 6.99912
46 H -0.72381 -8.06523 -0.08855
47 H 2.67550 0.50626 -0.39558
48 H -0.08912 3.52187 1.61303
49 N -1.52483 7.62995 0.83408
50 H -0.49780 2.20822 7.68266
51 H -0.74328 -0.71953 2.08100
52 H 0.01272 -2.02367 0.04178
53 H 1.74849 -0.88464 -5.52782
54 H -0.82766 4.26773 6.34485
55 C 3.47271 1.16827 -0.06625
56 H 4.34123 0.54001 0.13218
57 C -0.87037 3.29215 5.86111
58 H 0.56135 -0.16497 1.02941
59 C -3.36336 4.51206 -0.12511
60 C -1.34841 0.01764 0.22963
61 C 0.52003 -8.25921 -1.83375
62 H 1.00284 -3.85821 -2.97085
63 C -3.22787 5.47799 -1.29441
64 H -1.05947 5.46238 -1.38706
65 O 0.86540 0.62737 -4.56766
66 H 1.29829 -2.85289 -4.91906
67 H 0.16405 1.43306 2.92318
68 C 1.94978 -2.68070 -0.55598
69 H 0.10240 3.10010 5.40507
70 H -3.34733 4.93168 -2.23122
71 N -1.46920 -5.90644 -3.89781
72 H 3.15850 1.62493 0.87672
73 C -1.66888 6.99048 -0.10734
74 C 4.66069 3.90119 0.49374
75 H -1.50445 1.63566 2.41661
76 C 0.88598 -0.50311 -4.96200
77 C -0.49553 1.44174 2.05134
78 H -0.76313 -3.81574 -3.06900
79 C -1.85838 -7.34799 -1.76175

---

Entry 7:
Computed, not measured: a molecular structure, CuF2HO2P, with wB97M-V/def2-TZVPD.

As for the gap between HOMO and LUMO: 9.9 eV. Its total charge is +1. For the HOMO energy, the calculation gives -15.953 eV.

Positions of all 7 atoms, in Å:
1 Cu -0.97986 -2.63116 -0.00261
2 H -0.35355 0.55848 1.53850
3 F 1.73433 0.06177 -0.84415
4 F -0.53200 0.82813 -1.60522
5 O 0.21596 1.42328 0.84299
6 P 0.30873 0.44328 -0.34956
7 O -0.39362 -0.68378 0.42004

---

Entry 8:
Computed, not measured: a molecular structure, C25H38LiN4O4SSi, with wB97M-V/def2-TZVPD.

As for the gap between HOMO and LUMO: 6.3 eV. Its total charge is -1. For the HOMO energy, the calculation gives -4.385 eV.

Positions of all 74 atoms, in Å:
1 H 4.86877 2.68019 2.00400
2 C -5.97536 -1.70944 6.91730
3 C 0.02811 -0.72139 -5.40640
4 Si 0.55147 -0.10272 -2.07926
5 S -1.35888 -2.46917 2.76124
6 N 0.59889 -0.29044 2.48020
7 H -0.11631 4.10752 -3.06135
8 C 2.31444 0.64196 1.16058
9 H -3.24963 0.83597 5.95346
10 H -1.84211 -2.55882 -4.45944
11 H -0.41946 -2.41246 -3.40199
12 H -5.24022 1.57445 7.23906
13 O 1.27191 1.35647 -1.74911
14 Li -0.33050 -1.22128 0.86342
15 H 2.40481 3.63007 -1.16752
16 H 3.60349 -2.88850 -0.98949
17 H -2.84296 -2.45481 4.52464
18 H -0.08190 2.44431 -3.71409
19 C -4.87620 -2.12160 6.19228
20 C 2.78058 -3.01446 -3.42942
21 H -1.37029 1.70631 -1.70254
22 H 2.03712 -3.69618 -3.02493
23 H 3.83320 0.14892 -2.53550
24 C -5.12946 0.53574 6.95561
25 O 1.61684 -1.02896 -2.91567
26 H 0.91847 4.52781 -0.82069
27 C 3.95796 -0.80761 -3.03630
28 O -0.51991 0.27997 -3.28273
29 H -4.76399 -3.15354 5.89209
30 C 2.79120 -1.71023 -2.60961
31 C 3.45204 1.40981 1.01914
32 C 1.70278 0.52594 2.40703
33 C -1.34300 -1.94162 -3.71604
34 H -2.03514 1.06817 -5.27722
35 H -1.33112 3.30736 -0.91350
36 C -1.00978 -0.56410 -4.28585
37 H -1.97199 -1.82785 -2.83905
38 H 2.51474 -2.80671 -4.46191
39 C -1.09340 -1.06995 3.73688
40 H 3.79369 2.48883 4.20638
41 C 3.37277 1.96244 3.36069
42 N -0.06963 -0.21369 3.55747
43 H -3.00087 0.24334 -4.04533
44 H 1.84165 0.16161 0.32359
45 H 0.22349 0.23594 -5.88390
46 H 3.25126 -1.20845 -0.56019
47 O -0.02478 -0.79364 -0.79936
48 C -3.89361 -1.19335 5.82571
49 H -0.31567 -1.43552 -6.15276
50 H -6.99277 -0.06316 7.84050
51 H -6.73805 -2.43072 7.18056
52 C 0.43503 3.16808 -3.09072
53 C -6.11564 -0.38127 7.29410
54 N -1.85440 -0.73532 4.75502
55 H 3.90992 -0.64071 -4.11006
56 H -0.67677 1.86452 -0.10109
57 H 4.92332 -1.23677 -2.77828
58 C 2.24685 1.18334 3.51864
59 C -4.02253 0.14050 6.23953
60 H 0.94305 -1.07388 -4.94614
61 H 1.41893 3.35680 -3.51417
62 H 1.76223 1.06868 4.47758
63 H 1.41231 3.18792 0.22797
64 C -2.27763 0.09879 -4.84434
65 C -0.80292 2.36586 -1.05703
66 C 3.98636 2.06646 2.11808
67 N -2.83728 -1.57343 5.05737
68 H -2.72076 -0.52652 -5.61627
69 C 0.57671 2.57498 -1.67876
70 H 3.92341 1.49523 0.05014
71 H 3.75607 -3.49368 -3.40345
72 C 2.90784 -2.06516 -1.12748
73 C 1.38463 3.54363 -0.79952
74 H 1.92855 -2.35078 -0.75185

---

Entry 9:
Computed, not measured: 2 unconnected molecules or ions with the total composition C2HCl2NS, with wB97M-V/def2-TZVPD.

Its spin multiplicity is 3. As for the gap between HOMO and LUMO (spin up / spin down): 8.7 / 6.3 eV. Its total charge is 0. The relative energy (zero: lowest compared OMol25 entry of this formula, charge and spin) is 65.2 kcal per mole. For the HOMO energy (spin up / spin down), the calculation gives -8.398 / -10.838 eV.

Positions of all 7 atoms, in Å:
1 H -0.38708 0.44415 -0.05167
2 C 1.53214 -0.42831 0.06459
3 N 3.07018 2.57681 -0.15017
4 S 0.10603 -0.50700 -0.95961
5 Cl 2.99000 -1.18824 -0.68323
6 Cl 1.48582 -0.84772 1.72954
7 C 2.41520 1.66508 -0.13958

---

Entry 10:
Computed, not measured: 14 unconnected molecules or ions with the total composition H28O14, with wB97M-V/def2-TZVPD.

As for the gap between HOMO and LUMO: 9.9 eV. Its total charge is 0. The relative energy (zero: lowest compared OMol25 entry of this formula, charge and spin) is 40.1 kcal per mole. For the HOMO energy, the calculation gives -10.123 eV.

Positions of all 42 atoms, in Å:
1 H -9.78700 8.84800 10.81600
2 H -5.91800 10.07700 7.40400
3 H -6.10000 11.01600 8.55000
4 O -6.65200 13.13000 8.84300
5 H -4.75700 12.38900 11.80000
6 O -7.68900 13.33300 12.48600
7 H -10.33200 13.19200 9.50700
8 H -7.53900 8.94100 8.18400
9 H -5.88100 13.55200 8.44900
10 H -10.98800 8.86200 8.84600
11 H -8.66700 12.18200 6.50700
12 O -7.99000 11.61600 6.89100
13 H -7.73300 9.89700 11.77700
14 O -7.27600 10.73500 11.86600
15 H -5.55300 9.11100 9.91900
16 O -7.72600 8.01500 8.10600
17 H -13.34200 11.00200 8.70500
18 O -11.22100 9.11400 9.74100
19 H -7.86800 10.92500 10.09300
20 H -9.40600 11.03800 9.70100
21 H -7.90800 7.59100 8.91500
22 H -7.34400 13.50600 8.30800
23 H -12.18000 11.18900 9.66300
24 O -4.82700 11.67200 11.17300
25 O -5.83100 10.15400 8.34500
26 O -9.14000 8.61100 11.46900
27 H -9.65800 11.24300 11.70600
28 O -5.22300 8.37000 10.46500
29 H -12.06300 8.68100 9.89700
30 H -8.39800 11.33900 7.69200
31 O -8.53000 10.70400 9.41300
32 H -5.75300 11.42700 11.29900
33 H -9.61500 8.05200 12.18400
34 H -9.60400 14.00700 8.39700
35 O -12.94300 11.65500 9.32700
36 H -7.24700 11.07500 12.73100
37 H -7.98700 12.60100 11.96500
38 H -10.57600 12.37700 11.89700
39 O -10.18400 11.84600 11.19900
40 H -6.94800 13.78400 12.04100
41 O -10.26400 13.30500 8.55100
42 H -4.93900 7.82900 9.70400

---

Entry 11:
Computed, not measured: a single C2H5BrS2 molecule, with wB97M-V/def2-TZVPD.

As for the gap between HOMO and LUMO: 9.5 eV. Its total charge is 0. The SMILES is SC(S)CBr. The relative energy (zero: lowest compared OMol25 entry of this formula, charge and spin) is 1.5 kcal per mole. For the HOMO energy, the calculation gives -8.899 eV.

Positions of all 10 atoms, in Å:
1 H 0.55102 -1.58491 -0.19493
2 C 0.88376 -0.52601 -0.21317
3 H 0.89212 -0.28183 -1.23827
4 Br 2.74294 -0.41966 0.37931
5 C -0.23344 0.34456 0.63563
6 H -0.10744 0.51479 1.73861
7 H -0.92962 1.57565 -1.18330
8 H -1.40327 -1.22549 -0.51063
9 S -1.81667 -0.49397 0.48291
10 S -0.57940 2.09688 0.10383

---

Entry 12:
Computed, not measured: 2 unconnected molecules or ions with the total composition C9H13NO2, with wB97M-V/def2-TZVPD.

As for the gap between HOMO and LUMO: 8.9 eV. Its total charge is 0. The SMILES is Cc1ccc(O)cc1.CC(N)=O. The relative energy (zero: lowest compared OMol25 entry of this formula, charge and spin) is 51.6 kcal per mole. For the HOMO energy, the calculation gives -8.583 eV.

Positions of all 25 atoms, in Å:
1 H -2.37469 0.78635 1.92494
2 H 1.93057 1.94561 -0.67443
3 H 3.82998 -0.83664 0.39383
4 O -3.01788 -2.59646 -2.33605
5 C -0.47322 0.74158 1.29756
6 H 2.27019 -0.59200 2.90925
7 C 0.34102 0.27681 2.32749
8 H -3.35250 0.17203 -2.19803
9 H 4.37083 0.23837 1.56153
10 H 4.09426 0.74332 -0.42329
11 N -1.66041 -1.62542 -0.87762
12 H -0.12061 -0.11145 3.17407
13 C 2.34476 0.53824 0.97376
14 C 3.72421 0.18569 0.63464
15 C -2.45456 -1.63129 -1.99974
16 H -1.71750 0.42043 -2.70799
17 C -2.56842 -0.27899 -2.79588
18 H -2.91007 -0.55859 -3.86159
19 H -1.70398 -0.84594 -0.22678
20 H -0.43972 1.99710 -0.49512
21 H -1.73718 -2.55138 -0.25858
22 C 1.74997 0.09794 2.15493
23 C 1.49678 1.44421 0.16523
24 O -1.79249 0.60195 1.07428
25 C 0.17066 1.43855 0.26358